109
Properties=species:S:1:pos:R:3:lowdin_charge:R:1 method="wB97M-V/def2-TZVPD" max_force_ev_per_a=1.370 lumo_energy_ev="3.75 / 3.74" total_charge=-2 spin_multiplicity=2 homo_ha="-0.062 / -0.114" orbital_gap_ev="5.426 / 6.842" de_lowest_kj_mol=94.9
Pd -0.804 -0.063 0.544 0.225
C -3.391 -1.397 1.542 -0.036
C -3.233 -1.503 3.062 -0.645
C -3.254 -0.121 3.704 -0.028
C -4.359 -2.371 3.649 -0.031
O -2.028 -2.173 3.328 -0.136
Si -0.531 -1.726 3.773 -0.126
S 0.710 -0.691 2.440 0.348
O -0.708 -0.928 5.200 -0.151
C 0.283 -0.295 5.975 -0.659
C 1.608 -1.049 5.867 -0.056
C -0.216 -0.320 7.429 -0.035
C 0.468 1.148 5.486 -0.048
O 0.171 -3.142 4.207 -0.156
C 0.095 -4.429 3.644 -0.647
C 0.126 -4.373 2.118 -0.039
C 1.313 -5.205 4.162 -0.033
C -1.189 -5.117 4.126 -0.022
H -4.285 -0.834 1.277 0.086
H -3.451 -2.395 1.109 0.082
H -2.483 -0.879 1.135 0.002
H -4.247 0.320 3.634 0.089
H -2.531 0.518 3.199 0.053
H -2.959 -0.205 4.746 0.079
H -5.328 -1.919 3.449 0.077
H -4.230 -2.471 4.724 0.084
H -4.338 -3.364 3.206 0.078
H 1.415 -2.111 5.992 0.077
H 2.322 -0.703 6.612 0.080
H 2.026 -0.895 4.878 0.044
H -0.367 -1.348 7.750 0.080
H -1.167 0.202 7.512 0.076
H 0.509 0.156 8.087 0.075
H 0.587 1.121 4.404 0.018
H 1.353 1.596 5.935 0.081
H -0.403 1.754 5.730 0.076
H 0.991 -3.799 1.795 0.070
H -0.767 -3.874 1.754 0.074
H 0.181 -5.373 1.692 0.091
H 2.227 -4.696 3.868 0.083
H 1.322 -6.216 3.761 0.079
H 1.279 -5.258 5.248 0.076
H -2.038 -4.482 3.894 0.064
H -1.147 -5.262 5.204 0.081
H -1.303 -6.082 3.636 0.084
O 0.301 -9.844 -2.923 -0.383
S 0.096 -8.706 -3.815 0.401
O -1.225 -8.102 -3.713 -0.384
O 0.534 -8.933 -5.190 -0.386
C 1.269 -7.468 -3.153 -0.361
N 2.552 -7.805 -3.173 0.114
C 3.401 -6.932 -2.652 -0.132
C 3.004 -5.712 -2.135 0.000
C 1.628 -5.451 -2.150 -0.213
N 0.781 -6.356 -2.655 0.163
C 1.031 -4.229 -1.618 -0.143
C 1.776 -3.199 -1.033 -0.002
C 1.121 -2.102 -0.516 -0.199
N -0.201 -1.950 -0.564 -0.024
C -0.915 -2.906 -1.154 -0.119
C -0.357 -4.054 -1.676 0.013
H 4.446 -7.228 -2.645 0.102
H 3.728 -5.015 -1.736 0.093
H 2.854 -3.238 -0.968 0.102
H 1.677 -1.311 -0.019 0.050
H -1.980 -2.718 -1.223 0.111
H -0.963 -4.820 -2.135 0.115
C -1.674 3.120 2.688 -0.254
Ge -0.996 2.238 0.999 0.829
C -2.471 2.787 -0.247 -0.344
C -2.908 4.085 -0.462 -0.125
C -4.012 4.347 -1.253 -0.114
C -4.709 3.301 -1.833 -0.125
C -4.281 1.998 -1.642 -0.105
C -3.169 1.752 -0.858 -0.158
C 0.513 3.534 0.658 -0.243
C 1.279 3.853 1.755 -0.128
C 2.325 4.778 1.700 -0.093
C 2.649 5.382 0.514 -0.063
C 1.949 5.037 -0.660 -0.183
C 2.314 5.570 -1.912 -0.061
C 1.668 5.191 -3.054 -0.105
C 0.605 4.283 -2.987 -0.088
C 0.213 3.767 -1.785 -0.057
C 0.868 4.114 -0.587 -0.177
H -1.449 4.183 2.685 0.004
H -1.228 2.684 3.578 -0.022
H -2.750 2.992 2.748 0.001
H -2.374 4.904 0.001 0.100
H -4.336 5.369 -1.415 0.089
H -5.595 3.500 -2.423 0.086
H -4.818 1.177 -2.102 0.093
H -2.823 0.726 -0.716 0.047
H 1.056 3.361 2.692 0.086
H 2.870 5.024 2.604 0.095
H 3.451 6.111 0.459 0.099
H 3.147 6.261 -1.959 0.099
H 1.970 5.583 -4.016 0.091
H 0.113 3.980 -3.899 0.099
H -0.608 3.070 -1.739 0.078
N 0.791 0.771 -1.569 -0.051
C 1.625 0.949 -2.603 -0.117
C 0.899 0.684 -3.743 -0.086
C -0.383 0.352 -3.282 -0.152
N -0.427 0.420 -1.966 -0.009
H 0.933 0.835 -0.550 0.082
H 2.644 1.253 -2.465 0.114
H 1.242 0.712 -4.759 0.081
H -1.250 0.082 -3.853 0.099

111
Properties=species:S:1:pos:R:3:lowdin_charge:R:1 method="wB97M-V/def2-TZVPD" max_force_ev_per_a=1.624 lumo_energy_ev=-7.25 total_charge=+3 homo_ha=-0.504 orbital_gap_ev=6.453 de_lowest_kj_mol=107.0
Tl 1.088 1.097 -0.590 0.990
O 3.566 1.576 3.311 0.160
C 3.453 1.404 2.022 -0.491
O 3.048 2.254 1.246 -0.125
C 3.858 0.046 1.547 -0.174
C 4.285 -0.970 2.402 0.060
C 4.591 -2.202 1.846 0.002
C 4.460 -2.382 0.476 0.038
C 4.015 -1.308 -0.292 -0.187
N 3.734 -0.126 0.240 0.086
C 3.789 -1.339 -1.766 -0.452
O 3.922 -2.469 -2.426 0.193
O 3.466 -0.328 -2.356 -0.065
H 3.187 2.421 3.619 0.137
H 4.375 -0.798 3.463 0.134
H 4.926 -3.014 2.470 0.125
H 4.714 -3.335 0.034 0.121
H 4.231 -3.230 -1.913 0.126
C -4.702 -1.820 3.221 -0.050
C -3.539 -1.897 4.208 -0.175
N -2.264 -1.771 3.517 -0.031
C -1.671 -0.557 3.493 0.053
C -0.595 -0.236 2.727 -0.018
C 0.018 1.135 2.755 -0.641
O 0.683 1.516 3.700 0.029
O -0.187 1.856 1.718 -0.289
C -0.012 -1.214 1.851 -0.309
O 0.920 -0.985 1.061 -0.098
C -0.587 -2.545 1.991 -0.047
C 0.000 -3.595 1.284 0.088
C -0.476 -4.871 1.388 -0.177
F 0.196 -5.833 0.717 0.065
C -1.606 -5.182 2.172 -0.129
C -2.207 -4.120 2.845 0.065
C -1.710 -2.809 2.801 -0.114
N -2.141 -6.462 2.250 -0.092
C -2.668 -6.987 3.490 -0.119
C -4.009 -7.680 3.194 -0.069
N -3.956 -8.260 1.820 0.064
C -2.588 -8.749 1.522 -0.082
C -1.662 -7.534 1.386 -0.125
H -5.645 -1.956 3.743 0.087
H -4.618 -2.581 2.448 0.071
H -4.721 -0.846 2.739 0.085
H -3.562 -2.826 4.777 0.119
H -3.626 -1.077 4.923 0.129
H -2.121 0.195 4.126 0.159
H 0.864 -3.381 0.677 0.134
H -3.091 -4.321 3.427 0.102
H -2.814 -6.194 4.219 0.129
H -1.953 -7.699 3.922 0.142
H -4.836 -6.971 3.240 0.141
H -4.183 -8.478 3.917 0.146
H -4.182 -7.526 1.136 0.194
H -4.646 -9.012 1.720 0.198
H -2.579 -9.322 0.595 0.148
H -2.281 -9.409 2.335 0.144
H -1.675 -7.176 0.355 0.138
H -0.637 -7.847 1.623 0.143
C 5.837 1.502 -3.526 -0.283
Sb 4.501 2.021 -1.892 1.521
C 2.901 2.547 -3.259 -0.300
C 5.677 4.221 -1.651 -0.135
C 4.703 4.952 -2.312 -0.292
C 4.859 5.248 -3.696 -0.053
C 3.952 5.999 -4.372 -0.015
C 2.786 6.499 -3.725 -0.044
C 2.563 6.222 -2.423 -0.025
C 3.484 5.420 -1.649 -0.243
C 3.178 5.100 -0.372 0.132
Sb 0.616 3.829 2.208 1.528
C -0.465 4.471 0.432 -0.309
C -1.013 4.275 3.570 -0.291
H 6.806 1.185 -3.153 0.011
H 5.964 2.369 -4.170 0.005
H 5.390 0.696 -4.100 0.013
H 3.304 3.093 -4.104 0.014
H 2.144 3.147 -2.766 -0.014
H 2.469 1.612 -3.597 0.006
H 6.611 4.043 -2.163 0.082
H 5.759 4.262 -0.578 0.065
H 5.757 4.904 -4.187 0.123
H 4.116 6.241 -5.410 0.125
H 2.094 7.102 -4.289 0.117
H 1.684 6.592 -1.918 0.118
H 2.275 5.473 0.081 0.050
H 3.806 4.482 0.248 0.059
H -0.296 5.525 0.250 0.004
H -1.525 4.299 0.576 0.013
H -0.119 3.888 -0.417 -0.040
H -1.082 5.356 3.653 0.012
H -0.792 3.861 4.550 0.007
H -1.952 3.876 3.197 0.015
N -1.172 1.588 -1.984 0.074
C -1.969 1.943 -2.744 -0.276
N -2.802 2.376 -3.625 -0.100
C -3.459 3.661 -3.450 -0.132
C -4.926 3.456 -3.073 -0.170
C -5.614 2.556 -4.098 -0.192
C -4.867 1.230 -4.239 -0.172
C -3.406 1.488 -4.604 -0.131
H -3.387 4.208 -4.395 0.135
H -2.929 4.224 -2.678 0.126
H -5.421 4.426 -3.031 0.119
H -4.981 3.002 -2.081 0.117
H -5.636 3.062 -5.064 0.120
H -6.645 2.372 -3.798 0.117
H -5.330 0.618 -5.012 0.118
H -4.909 0.677 -3.297 0.116
H -3.345 1.973 -5.584 0.136
H -2.832 0.559 -4.635 0.131

105
Properties=species:S:1:pos:R:3:lowdin_charge:R:1 method="wB97M-V/def2-TZVPD" max_force_ev_per_a=1.012 lumo_energy_ev=-2.16 total_charge=+1 homo_ha=-0.357 orbital_gap_ev=7.566 de_lowest_kj_mol=2.6
Pb -0.732 1.079 -0.079 1.419
C -4.316 0.323 -0.073 -0.075
O -3.079 -0.189 0.410 -0.343
C -3.196 -0.942 1.619 -0.176
C -2.501 -0.330 2.825 -0.188
O -1.103 -0.211 2.635 -0.221
C -0.493 0.269 3.830 -0.178
C 0.864 0.864 3.544 -0.193
O 0.694 1.944 2.655 -0.302
C 1.796 2.837 2.613 -0.075
H -5.051 -0.479 -0.172 0.100
H -4.721 1.102 0.577 0.082
H -4.109 0.749 -1.053 0.091
H -4.250 -1.055 1.886 0.135
H -2.766 -1.926 1.425 0.112
H -2.911 0.665 3.043 0.121
H -2.700 -0.986 3.681 0.142
H -1.126 1.044 4.277 0.135
H -0.391 -0.557 4.542 0.139
H 1.296 1.205 4.491 0.138
H 1.535 0.110 3.111 0.124
H 1.927 3.328 3.582 0.099
H 2.721 2.314 2.355 0.089
H 1.562 3.584 1.856 0.092
N 1.644 -2.066 0.001 -0.415
P 2.141 -0.411 -0.206 0.889
C 3.925 -0.685 0.185 -0.356
C 4.766 0.411 -0.009 -0.108
C 6.121 0.323 0.258 -0.074
C 6.656 -0.866 0.738 -0.077
C 5.829 -1.959 0.935 -0.076
C 4.470 -1.874 0.661 -0.095
C 2.333 -0.320 -2.028 -0.396
C 2.777 -1.397 -2.791 -0.081
C 2.944 -1.250 -4.159 -0.066
C 2.688 -0.026 -4.767 -0.076
C 2.258 1.052 -4.008 -0.078
C 2.079 0.905 -2.640 -0.133
P -0.009 -2.584 -0.132 0.968
C 0.183 -3.789 -1.515 -0.388
C 1.353 -4.508 -1.741 -0.102
C 1.421 -5.424 -2.778 -0.072
C 0.316 -5.636 -3.593 -0.078
C -0.851 -4.920 -3.378 -0.084
C -0.915 -3.994 -2.346 -0.136
C -0.100 -3.816 1.227 -0.359
C -1.235 -4.631 1.193 -0.112
C -1.494 -5.536 2.206 -0.072
C -0.615 -5.645 3.277 -0.078
C 0.516 -4.848 3.317 -0.078
C 0.767 -3.928 2.306 -0.091
H 2.021 -2.376 0.890 -0.016
H 4.349 1.336 -0.392 0.103
H 6.763 1.177 0.090 0.108
H 7.714 -0.943 0.944 0.108
H 6.240 -2.892 1.298 0.108
H 3.866 -2.760 0.804 0.086
H 2.998 -2.340 -2.309 0.094
H 3.296 -2.086 -4.750 0.109
H 2.842 0.094 -5.831 0.107
H 2.063 2.007 -4.479 0.110
H 1.736 1.744 -2.041 0.088
H 2.213 -4.360 -1.098 0.099
H 2.333 -5.982 -2.947 0.108
H 0.361 -6.370 -4.387 0.106
H -1.718 -5.087 -4.004 0.105
H -1.826 -3.432 -2.167 0.094
H -1.913 -4.561 0.348 0.100
H -2.382 -6.154 2.162 0.109
H -0.814 -6.352 4.071 0.108
H 1.210 -4.940 4.142 0.108
H 1.658 -3.316 2.396 0.089
C -2.536 2.197 -4.845 -0.051
N -1.852 0.923 -4.705 0.028
C -1.331 0.508 -3.534 -0.593
N -0.803 -0.737 -3.523 0.212
O -1.374 1.241 -2.527 -0.154
H -2.855 2.308 -5.877 0.090
H -1.868 3.016 -4.580 0.084
H -3.406 2.249 -4.190 0.090
H -1.920 0.267 -5.463 0.139
H -0.612 -1.234 -4.375 0.117
H -0.263 -1.014 -2.725 0.059
C -2.970 5.138 3.590 -0.103
N -2.735 3.817 3.032 -0.250
C -3.794 3.415 2.130 -0.095
C -1.406 3.614 2.461 -0.192
C -1.141 4.227 1.097 -0.268
C -1.018 5.610 0.978 -0.045
C -0.843 6.206 -0.262 -0.074
C -0.778 5.417 -1.400 -0.089
C -0.853 4.036 -1.275 -0.155
C -1.017 3.408 -0.035 -0.270
H -3.842 5.094 4.245 0.085
H -3.153 5.906 2.826 0.081
H -2.109 5.434 4.190 0.087
H -4.754 3.529 2.635 0.092
H -3.654 2.363 1.871 0.048
H -3.817 3.999 1.198 0.097
H -1.275 2.532 2.370 0.065
H -0.680 3.982 3.191 0.124
H -1.055 6.239 1.859 0.108
H -0.765 7.282 -0.342 0.106
H -0.653 5.872 -2.375 0.102
H -0.797 3.430 -2.172 0.058

99
Properties=species:S:1:pos:R:3:lowdin_charge:R:1 method="wB97M-V/def2-TZVPD" max_force_ev_per_a=2.012 lumo_energy_ev=-5.37 total_charge=+1 homo_ha=-0.388 orbital_gap_ev=5.188
C 5.453 -0.781 5.516 -0.017
O 5.151 0.487 4.877 -0.030
C 3.873 0.942 4.901 -0.200
C 3.557 2.071 4.093 0.041
C 2.251 2.322 3.767 0.008
C 1.183 1.524 4.292 -0.192
C -0.125 1.657 3.786 0.128
C -1.244 0.954 4.363 -0.202
C -2.396 1.669 4.805 -0.006
C -3.427 1.026 5.479 -0.055
C -3.431 -0.372 5.592 -0.040
C -2.353 -1.117 5.093 -0.047
C -1.241 -0.456 4.575 -0.054
C 1.524 0.600 5.339 0.016
C 2.838 0.323 5.647 0.019
H 6.535 -0.861 5.436 0.104
H 5.145 -0.782 6.572 0.098
H 4.966 -1.611 4.984 0.106
H 4.379 2.674 3.712 0.138
H 1.997 3.157 3.107 0.133
H -0.305 2.457 3.062 0.143
H -2.420 2.755 4.651 0.126
H -4.245 1.622 5.910 0.122
H -4.286 -0.880 6.044 0.119
H -2.371 -2.210 5.141 0.122
H -0.344 -1.026 4.325 0.096
H 0.741 0.089 5.888 0.125
H 3.090 -0.404 6.425 0.125
C 1.634 1.684 0.417 -0.191
Si 1.963 1.601 -1.419 0.514
C 2.195 3.297 -2.169 -0.172
C 3.589 0.627 -1.628 -0.250
C 3.772 -0.205 -2.741 -0.100
C 4.951 -0.948 -2.887 -0.082
C 5.969 -0.847 -1.933 -0.092
C 5.792 -0.014 -0.823 -0.092
C 4.609 0.725 -0.672 -0.106
C 0.668 0.667 -2.403 -0.332
Si -1.047 0.486 -1.667 0.489
H -1.046 0.931 -0.206 0.010
C -2.331 1.481 -2.606 -0.341
Si -2.654 1.046 -4.417 0.529
C -2.587 2.597 -5.458 -0.178
C -1.454 -0.227 -5.099 -0.181
C -4.407 0.289 -4.609 -0.249
C -4.630 -0.710 -5.568 -0.100
C -5.920 -1.206 -5.804 -0.084
C -7.006 -0.727 -5.065 -0.090
C -6.787 0.234 -4.070 -0.088
C -5.497 0.736 -3.843 -0.104
C -1.508 -1.326 -1.821 -0.343
Si -1.452 -2.255 -0.199 0.490
C -2.715 -1.534 0.979 -0.177
C -1.814 -4.052 -0.547 -0.175
C 0.288 -2.111 0.562 -0.236
C 0.465 -1.523 1.820 -0.118
C 1.736 -1.450 2.401 -0.099
C 2.862 -1.903 1.708 -0.076
C 2.703 -2.405 0.415 -0.068
C 1.422 -2.567 -0.128 -0.075
H 0.803 2.364 0.650 0.025
H 1.398 0.701 0.848 0.019
H 2.527 2.063 0.936 0.016
H 1.266 3.883 -2.130 0.033
H 2.970 3.845 -1.617 0.034
H 2.511 3.216 -3.219 0.042
H 2.990 -0.289 -3.498 0.094
H 5.074 -1.604 -3.749 0.104
H 6.899 -1.407 -2.058 0.105
H 6.576 0.064 -0.068 0.099
H 4.485 1.370 0.201 0.086
H 0.551 1.177 -3.382 0.041
H 1.041 -0.354 -2.622 0.036
H -3.285 1.389 -2.048 0.031
H -2.033 2.546 -2.537 0.041
H -1.594 3.062 -5.417 0.032
H -2.809 2.358 -6.507 0.039
H -3.330 3.323 -5.104 0.037
H -0.411 0.097 -4.995 0.022
H -1.569 -1.207 -4.616 0.030
H -1.657 -0.349 -6.174 0.038
H -3.793 -1.108 -6.142 0.089
H -6.079 -1.968 -6.569 0.103
H -8.014 -1.098 -5.262 0.104
H -7.626 0.593 -3.474 0.101
H -5.344 1.483 -3.060 0.092
H -2.536 -1.383 -2.230 0.054
H -0.844 -1.816 -2.559 0.044
H -3.727 -1.682 0.572 0.045
H -2.664 -2.038 1.955 0.027
H -2.570 -0.458 1.139 0.017
H -2.807 -4.170 -0.999 0.039
H -1.074 -4.483 -1.233 0.035
H -1.793 -4.623 0.390 0.035
H -0.393 -1.115 2.357 0.060
H 1.860 -1.037 3.403 0.073
H 3.843 -1.853 2.185 0.101
H 3.585 -2.659 -0.171 0.107
H 1.311 -3.047 -1.103 0.111